12
Properties=species:S:1:pos:R:3:forces:R:3:nbo_charge:R:1 method="wB97M-V/def2-TZVPD" homo_lumo_gap_ev=8.24 homo_ev=-8.59 e_tot_ha=-1366.510548 e_above_lowest_kcal_mol=64.87
C -1.2421 -0.5107 0.4712 0.639 0.404 -0.403 -0.563
C -0.1951 -0.2572 -0.6583 1.270 0.635 3.950 -0.477
C 2.3088 0.1000 0.1855 2.263 -1.974 2.914 -0.084
H -2.1622 1.6421 -0.7301 -1.862 -3.284 1.668 0.131
H -0.7045 -0.3559 1.4520 -1.137 1.003 -0.766 0.232
H -1.5008 -1.5244 0.5861 -0.059 -1.797 -0.400 0.221
H -0.5838 -0.2999 -1.6144 -0.627 -0.302 -1.954 0.237
H 3.2562 -0.4388 0.6467 -1.456 1.876 -0.924 0.213
N 1.9374 1.3109 0.4171 0.533 -2.764 -1.394 -0.540
S -2.8964 0.1293 -0.0392 2.708 3.754 -0.925 -0.027
S 1.3022 -1.2681 -0.3372 -0.163 1.029 -0.794 0.260
S 0.4803 1.4729 -0.3795 -2.110 1.419 -0.971 0.398

---

11
Properties=species:S:1:pos:R:3:forces:R:3:nbo_charge:R:1 method="wB97M-V/def2-TZVPD" homo_lumo_gap_ev=9.93 smiles="O=C=O.C=CP" homo_ev=-9.39 e_tot_ha=-609.111337 e_above_lowest_kcal_mol=23.32
C 0.1200 -2.8884 1.5756 -1.788 0.558 -0.968 1.025
C -0.5420 2.3478 -0.2975 -0.211 -0.555 1.309 -0.361
C -0.3420 1.0648 -0.5226 0.566 0.926 -0.522 -0.471
O 0.9708 -3.5850 1.8729 1.722 -0.951 0.787 -0.496
O -0.7852 -2.2625 1.2076 -0.015 0.311 0.287 -0.526
P 1.2073 0.1759 -0.5280 0.991 0.284 0.438 0.287
H 0.1857 2.8158 0.3348 0.426 0.968 -0.314 0.194
H -1.5266 2.7732 -0.4144 0.003 0.282 -0.064 0.202
H -1.0941 0.4812 -0.9214 -1.842 -0.904 -0.916 0.193
H 1.3026 0.0833 -1.9430 -0.080 -0.139 0.129 -0.014
H 0.5035 -1.0062 -0.3641 0.229 -0.781 -0.167 -0.033

---

11
Properties=species:S:1:pos:R:3:forces:R:3:nbo_charge:R:1 method="wB97M-V/def2-TZVPD" charge=-1 homo_lumo_gap_ev=7.41 smiles="C=C[S@@](=C)(=O)[O-]" homo_ev=-3.24 e_tot_ha=-665.837596 e_above_lowest_kcal_mol=130.61
C -0.3586 -1.4627 -0.1075 0.308 -0.660 -1.324 -0.429
C -0.1578 1.6591 0.6525 -0.301 0.651 -1.382 -1.139
C -0.0172 -0.5755 -1.0381 0.116 -0.189 -0.056 -0.380
O -0.4231 1.9239 -2.3058 -1.753 -3.001 5.363 -0.996
O -2.2902 0.6339 -0.5669 -0.448 0.373 -0.148 -0.982
S -0.9098 1.0583 -0.7580 3.235 1.870 -3.981 1.885
H -0.1805 -2.5502 0.0880 0.341 1.260 -0.574 0.190
H -1.1172 -0.9828 0.4274 -1.202 -0.197 1.843 0.210
H -0.8389 1.9536 1.4769 0.368 -0.037 -0.879 0.212
H 0.5770 2.3771 0.2252 -0.449 -0.259 0.880 0.218
H 0.6812 -0.6644 -1.8724 -0.214 0.190 0.260 0.211

---

11
Properties=species:S:1:pos:R:3:forces:R:3:nbo_charge:R:1 method="wB97M-V/def2-TZVPD" charge=-1 homo_lumo_gap_ev=7.07 homo_ev=-3.63 e_tot_ha=-2669.221250 e_above_lowest_kcal_mol=24.89
C -1.5429 -0.9516 -0.1591 2.980 -0.098 0.782 0.875
C 0.3411 -0.8066 0.2301 -2.127 0.416 1.282 -0.668
C 0.9311 0.4090 -0.3136 -1.978 0.073 -0.100 -0.398
O -2.0821 0.1191 -0.2148 -0.984 1.446 -0.352 -0.713
O -1.8599 -2.1069 -0.2679 -0.368 -1.500 -0.138 -0.730
Se -0.5062 2.0795 0.1277 1.817 -0.991 -0.268 -0.091
H 0.4670 -0.7392 1.3207 -0.444 -0.666 -0.090 0.182
H 0.5821 -1.7694 -0.1757 0.565 -0.262 -0.323 0.209
H 1.1612 0.2000 -1.3274 -0.080 0.803 -1.403 0.180
H 1.7519 0.8806 0.1507 0.850 0.251 0.742 0.174
H 0.7566 2.6855 0.6293 -0.230 0.530 -0.133 -0.021

---

11
Properties=species:S:1:pos:R:3:forces:R:3:nbo_charge:R:1 method="wB97M-V/def2-TZVPD" charge=-1 homo_lumo_gap_ev=5.68 homo_ev=-2.63 e_tot_ha=-2669.220487 e_above_lowest_kcal_mol=25.37
C -0.6921 -1.5108 -2.5622 -0.836 1.551 -2.739 1.007
C -1.2808 -0.5512 -0.6472 3.486 2.103 0.768 -0.464
C -0.0356 0.0321 -0.7253 -1.534 -2.182 1.603 -0.275
O -0.5374 -2.5788 -2.1763 0.719 -2.461 1.335 -0.552
O -0.9131 -0.6738 -3.3600 0.235 0.293 0.276 -0.578
Se 2.7005 2.0482 1.2970 -1.939 1.531 1.008 -1.011
H -2.0361 0.0652 -0.9967 -1.671 0.681 -0.908 0.198
H -1.5346 -1.3993 -0.1056 -0.172 -1.399 0.942 0.201
H 0.8943 -0.2794 -0.2159 -0.653 0.012 -0.459 0.246
H -0.0222 0.9102 -1.2824 0.497 1.484 -0.758 0.198
H 3.6472 1.2200 0.7505 1.867 -1.614 -1.069 0.030

---

11
Properties=species:S:1:pos:R:3:forces:R:3:nbo_charge:R:1 method="wB97M-V/def2-TZVPD" charge=+1 homo_lumo_gap_ev=10.58 homo_ev=-15.99 e_tot_ha=-342.618549 e_above_lowest_kcal_mol=55.75
C -0.0249 0.8291 -0.3671 -2.384 1.288 -2.299 1.127
C -4.2815 -0.1937 0.5479 0.052 0.381 -0.120 0.511
C 2.1391 0.0517 0.2482 -2.051 -2.920 -0.971 -0.217
O -4.0996 0.8698 0.2170 -0.039 -0.386 0.121 -0.510
O -0.9312 0.8628 -1.0804 2.152 -0.174 1.918 -0.284
O 0.9400 1.0534 0.3241 0.530 -0.368 0.252 -0.403
H -0.4857 -1.6906 -0.5080 1.290 1.936 2.801 0.143
H -0.1747 -1.1902 0.1827 -1.340 -2.454 -2.586 -0.116
H 1.8292 -0.7778 0.9672 1.117 1.608 -0.509 0.264
H 2.0255 -0.3775 -0.7626 0.093 0.124 0.390 0.219
H 3.0637 0.5630 0.2310 0.577 0.964 1.003 0.267

---

12
Properties=species:S:1:pos:R:3:forces:R:3:mulliken_charge:R:1 method="wB97M-V/def2-TZVPD" charge=+1 homo_lumo_gap_ev=8.97 homo_ev=-13.99 e_tot_ha=-535.568696 e_above_lowest_kcal_mol=0.00
H -2.5327 -0.2429 3.3898 -0.258 -0.043 0.173 0.331
O 0.8999 1.0392 0.1664 -0.264 -0.135 0.482 -0.268
C 0.1995 -0.0304 -0.0183 1.291 0.489 -0.766 0.205
C 1.7235 1.3491 -0.9966 0.421 0.218 -0.291 -0.237
O -1.8730 -0.4952 2.7448 0.928 -0.052 2.725 -0.679
O 0.3928 -0.5471 -1.1949 -0.257 -0.250 0.461 -0.274
C 1.3870 0.2086 -1.9494 0.332 0.076 -0.375 -0.222
Pb -1.9695 -0.3994 0.8305 -1.892 -0.127 -2.719 1.059
H 2.7649 1.3592 -0.6634 -0.268 0.028 -0.079 0.273
H 1.4259 2.3368 -1.3599 0.073 -0.231 0.148 0.274
H 2.2243 -0.4651 -2.1514 -0.227 0.161 0.019 0.274
H 0.9149 0.5316 -2.8814 0.120 -0.133 0.221 0.263

---

12
Properties=species:S:1:pos:R:3:forces:R:3:nbo_charge:R:1 method="wB97M-V/def2-TZVPD" charge=-1 homo_lumo_gap_ev="3.08 / 5.97" spin_multiplicity=2 homo_ev="-0.70 / -3.11" e_tot_ha=-366.837424 s_squared=0.750 e_above_lowest_kcal_mol=18.61
H -0.4348 -0.5100 -2.1555 0.293 0.288 0.579 0.156
C -0.3040 0.3761 -1.4984 1.031 3.954 0.976 -0.132
C 0.5397 0.0376 -0.2933 -0.398 -4.907 0.686 -0.317
O 1.4284 0.4621 0.7785 1.129 3.547 -1.440 -0.593
C 1.1717 0.2152 2.0163 0.313 0.344 0.875 0.424
O 1.4391 -1.0752 2.2049 0.196 -0.944 0.231 -0.701
Rb -4.4068 -0.1787 -0.9514 0.487 0.174 0.026 0.025
O -1.4522 0.8781 -0.8364 -0.814 0.204 0.112 -0.953
H 0.1964 1.2131 -2.0335 -0.556 -0.189 -0.822 0.137
H -0.7219 0.6451 0.2763 -0.740 -1.760 -1.810 0.346
H 1.1421 -0.8146 -0.6589 -0.681 -0.852 0.604 0.130
H 1.4023 -1.2486 3.1516 -0.259 0.140 -0.016 0.478

---

Copy entry 2 word for word.
11
Properties=species:S:1:pos:R:3:forces:R:3:nbo_charge:R:1 method="wB97M-V/def2-TZVPD" homo_lumo_gap_ev=9.93 smiles="O=C=O.C=CP" homo_ev=-9.39 e_tot_ha=-609.111337 e_above_lowest_kcal_mol=23.32
C 0.1200 -2.8884 1.5756 -1.788 0.558 -0.968 1.025
C -0.5420 2.3478 -0.2975 -0.211 -0.555 1.309 -0.361
C -0.3420 1.0648 -0.5226 0.566 0.926 -0.522 -0.471
O 0.9708 -3.5850 1.8729 1.722 -0.951 0.787 -0.496
O -0.7852 -2.2625 1.2076 -0.015 0.311 0.287 -0.526
P 1.2073 0.1759 -0.5280 0.991 0.284 0.438 0.287
H 0.1857 2.8158 0.3348 0.426 0.968 -0.314 0.194
H -1.5266 2.7732 -0.4144 0.003 0.282 -0.064 0.202
H -1.0941 0.4812 -0.9214 -1.842 -0.904 -0.916 0.193
H 1.3026 0.0833 -1.9430 -0.080 -0.139 0.129 -0.014
H 0.5035 -1.0062 -0.3641 0.229 -0.781 -0.167 -0.033